# 1
Here is C8H17F5N2OPt as an isolated structure from OMol25. Energies are from ωB97M-V with the def2-TZVPD basis set.

frontier orbital gap (alpha / beta): 8.05 / 8.05 eV
strongest force on any atom: 0.703 eV/A
spin multiplicity: 1
relative energy (zero: lowest compared OMol25 entry of this formula, charge and spin): 55.02 kJ/mol

Geometry as XYZ:
```
34
C8H17F5N2OPt, DFT ωB97M-V with the def2-TZVPD basis set
Pt 0.46 0.43 0.70
F 0.32 3.78 3.36
F 1.20 3.63 1.39
F 1.48 1.43 3.04
F -0.71 1.28 3.15
F -0.95 3.51 1.64
O 1.06 -0.93 -0.62
N -1.53 0.64 0.37
N 0.32 2.20 -1.41
C 1.57 -2.83 0.77
C 0.33 1.63 2.31
C -1.01 1.78 -1.80
C 1.49 -2.97 -1.72
C -1.95 1.69 -0.60
C 0.23 3.15 2.19
C 0.88 -2.32 -0.49
C -0.62 -2.65 -0.42
H 1.38 -4.06 -1.69
H -0.93 0.80 -2.27
H -0.78 -3.73 -0.39
H 1.52 -3.92 0.85
H -1.04 -2.24 0.50
H -2.96 1.44 -0.95
H 2.55 -2.72 -1.78
H -1.98 2.64 -0.09
H -1.13 -2.24 -1.29
H -1.80 -0.27 -0.01
H 1.10 -2.40 1.66
H 1.02 1.97 -2.10
H -1.49 2.46 -2.53
H 1.00 -2.60 -2.62
H -2.01 0.75 1.26
H 2.62 -2.52 0.76
H 0.39 3.19 -1.18
```


# 2
Here is C8H22N2O2Rb as an isolated structure in a non-equilibrium geometry from OMol25. Energies are from ωB97M-V with the def2-TZVPD basis set.

<S²>: 0.7503
frontier orbital gap (alpha / beta): 2.88 / 9.73 eV
strongest force on any atom: 2.895 eV/A
spin multiplicity: 2
relative energy (zero: lowest compared OMol25 entry of this formula, charge and spin): 0.00 kJ/mol

Geometry as XYZ:
```
35
C8H22N2O2Rb, DFT ωB97M-V with the def2-TZVPD basis set
Rb -2.17 -0.72 0.88
O -1.67 2.18 0.42
O -0.50 -0.93 -1.50
N 0.46 -3.33 -0.18
N 0.04 0.41 2.52
C 2.66 -2.49 -0.52
C 0.80 -1.47 -1.73
C -1.03 2.48 1.62
C 0.29 1.72 1.95
C -2.86 2.81 0.23
C 1.22 -2.11 -0.42
C -1.19 -0.88 -2.76
C 1.30 1.62 0.86
H 1.41 -0.62 -2.04
H -3.11 2.71 -0.83
H -2.82 3.86 0.50
H 3.10 -3.01 0.33
H -0.91 3.56 1.57
H -1.63 2.33 2.51
H 1.83 2.56 0.70
H 0.92 0.22 2.97
H 2.06 0.89 1.11
H -2.22 -0.54 -2.61
H 0.78 2.31 2.73
H -0.49 -3.12 -0.44
H 0.80 -4.06 -0.78
H 0.97 1.28 -0.12
H -1.12 -1.81 -3.34
H 3.18 -1.54 -0.68
H 2.92 -3.11 -1.37
H -0.60 0.39 3.30
H -3.67 2.32 0.75
H -0.71 -0.25 -3.51
H 1.16 -1.44 0.44
H 0.83 -2.19 -2.54
```


# 3
Here is C12H32N2O5Rb as an isolated structure in a non-equilibrium geometry from OMol25. Energies are from ωB97M-V with the def2-TZVPD basis set.

net charge: +1
frontier orbital gap: 8.60 eV
strongest force on any atom: 1.063 eV/A
spin multiplicity: 1
relative energy (zero: lowest compared OMol25 entry of this formula, charge and spin): 71.99 kJ/mol

Geometry as XYZ:
```
52
C12H32N2O5Rb, DFT ωB97M-V with the def2-TZVPD basis set
Rb -0.65 -1.06 0.48
O 1.84 -1.47 -0.69
O -4.99 -1.96 1.57
O -1.33 2.24 0.39
O -1.13 -2.55 2.89
O 4.24 2.16 -0.11
N -3.33 0.01 0.37
N 2.72 0.83 -2.20
C 1.93 -1.46 -2.13
C -4.13 -0.96 -0.38
C 5.15 2.27 0.96
C 3.03 -0.55 -2.59
C -5.72 -3.06 2.09
C -2.70 2.33 0.75
C 3.83 1.77 -2.41
C 4.85 1.73 -1.32
C 2.86 -2.19 -0.03
C -3.52 1.40 -0.10
C -4.30 -2.25 0.38
C -0.64 3.38 0.90
H -0.97 4.29 0.40
H 5.99 1.57 0.88
H -4.90 -2.94 -0.23
H 2.08 -2.49 -2.48
H 4.61 2.11 1.89
H -5.15 -0.62 -0.59
H -1.51 -3.18 3.51
H -0.78 3.46 1.98
H 3.07 -1.71 0.92
H 2.55 -3.23 0.15
H -2.84 2.14 1.82
H -3.19 1.52 -1.14
H 5.70 2.40 -1.55
H -4.58 1.65 -0.02
H -0.20 -2.50 3.15
H 5.62 3.26 0.98
H 3.95 -0.91 -2.12
H 0.42 3.23 0.68
H -5.07 -3.90 2.32
H 0.93 -1.18 -2.46
H -3.69 0.04 1.32
H 3.19 -0.60 -3.67
H 3.81 -2.26 -0.58
H -3.59 -1.22 -1.30
H -3.33 -2.72 0.62
H 2.58 0.80 -1.19
H 3.39 2.77 -2.46
H 4.35 1.58 -3.35
H -3.02 3.35 0.51
H 5.29 0.73 -1.15
H -6.23 -2.71 2.98
H -6.48 -3.35 1.35
```


# 4
Here is a 2-piece molecular cluster, C2H6NO3P overall in a non-equilibrium geometry from OMol25. Energies are from ωB97M-V with the def2-TZVPD basis set.

frontier orbital gap: 8.48 eV
strongest force on any atom: 3.926 eV/A
spin multiplicity: 1
relative energy (zero: lowest compared OMol25 entry of this formula, charge and spin): 525.65 kJ/mol

Geometry as XYZ:
```
13
C2H6NO3P, DFT ωB97M-V with the def2-TZVPD basis set
P 0.65 1.58 0.20
O 0.84 0.71 -0.94
O 0.15 -0.51 1.39
O 1.66 -2.01 1.49
N 0.77 -1.45 0.90
C -0.99 2.40 -0.14
C 0.30 -1.96 -0.39
H 0.60 -3.02 -0.63
H -0.85 3.25 -0.76
H -1.30 2.86 0.88
H -1.53 1.59 -0.54
H -0.74 -2.19 -0.38
H 0.46 -1.25 -1.09
```


# 5
Here is CH2Na8O4 as an isolated structure in a non-equilibrium geometry from OMol25. Energies are from ωB97M-V with the def2-TZVPD basis set.

net charge: +6
frontier orbital gap: 7.46 eV
strongest force on any atom: 8.383 eV/A
spin multiplicity: 1
relative energy (zero: lowest compared OMol25 entry of this formula, charge and spin): 2150.99 kJ/mol

Geometry as XYZ:
```
15
CH2Na8O4, DFT ωB97M-V with the def2-TZVPD basis set
Na 2.01 1.59 -1.50
Na 1.60 -0.63 1.41
Na 1.49 2.31 1.18
Na -1.69 -1.22 -0.94
Na -1.71 1.05 -2.22
Na -2.39 0.71 0.72
Na 1.04 -1.48 -1.61
Na -0.46 2.58 -0.92
O -1.14 0.78 -0.52
O 0.09 -1.90 1.87
O 0.98 1.11 -0.02
O 0.15 -0.86 -0.02
C 0.03 0.36 -0.20
H 0.10 -1.58 0.97
H -0.11 -2.83 1.80
```


# 6
Here is C15H16FeN3O2S4Sb as an isolated structure in a non-equilibrium geometry from OMol25. Energies are from ωB97M-V with the def2-TZVPD basis set.

<S²>: 6.1508
net charge: -2
frontier orbital gap (alpha / beta): 5.42 / 5.43 eV
strongest force on any atom: 1.955 eV/A
spin multiplicity: 5
relative energy (zero: lowest compared OMol25 entry of this formula, charge and spin): 0.00 kJ/mol

Geometry as XYZ:
```
42
C15H16FeN3O2S4Sb, DFT ωB97M-V with the def2-TZVPD basis set
Sb -1.21 -0.15 4.27
Fe -0.72 0.32 1.19
S -0.81 -1.70 2.51
S -1.38 1.76 2.78
S 0.57 0.04 5.71
S -3.20 -0.54 5.34
O -0.61 2.34 -0.38
O 1.34 0.85 0.95
N -0.12 -0.79 -0.28
N -2.57 -0.06 0.05
N 1.19 -0.90 -0.53
C 4.03 -1.04 -0.57
C -3.43 -1.64 -1.53
C -2.34 -1.07 -0.84
C -4.71 -1.23 -1.27
C 5.39 -0.96 -0.78
C -3.82 0.33 0.29
C 4.02 1.23 0.21
C -1.72 3.21 -0.48
C -4.93 -0.22 -0.33
C 5.39 1.31 -0.01
C -0.99 -1.45 -1.03
C 6.08 0.22 -0.51
C 1.87 0.01 0.15
C 3.32 0.06 -0.08
C -0.56 -2.51 -2.00
H -3.23 -2.42 -2.26
H -2.46 2.70 -1.10
H -5.55 -1.67 -1.79
H 3.48 -1.95 -0.79
H 7.15 0.28 -0.67
H -3.93 1.12 1.03
H -1.44 4.16 -0.95
H 0.52 -2.60 -1.94
H 0.02 2.68 0.27
H 5.91 2.24 0.21
H -2.16 3.41 0.50
H -5.92 0.11 -0.06
H -0.85 -2.27 -3.02
H 5.93 -1.82 -1.15
H -1.01 -3.47 -1.74
H 3.47 2.07 0.61
```


# 7
Here is one molecule with the formula C3H3NO2S in a non-equilibrium geometry from OMol25. Energies are from ωB97M-V with the def2-TZVPD basis set.

frontier orbital gap: 9.22 eV
strongest force on any atom: 4.173 eV/A
spin multiplicity: 1
relative energy (zero: lowest compared OMol25 entry of this formula, charge and spin): 286.77 kJ/mol

Geometry as XYZ:
```
10
C3H3NO2S, DFT ωB97M-V with the def2-TZVPD basis set
S 2.72 -0.10 -0.15
O -2.46 -0.50 -0.34
O -1.04 1.21 0.14
N 0.40 1.27 -0.11
C -0.04 -0.89 0.15
C 1.09 0.04 0.06
C -1.39 -0.07 -0.04
H 0.76 2.13 -0.39
H 0.10 -1.75 -0.49
H -0.12 -1.34 1.16
```


# 8
Here is C28H20CsF10N5O2 as an isolated structure in a non-equilibrium geometry from OMol25. Energies are from ωB97M-V with the def2-TZVPD basis set.

net charge: -2
frontier orbital gap: 5.46 eV
strongest force on any atom: 1.873 eV/A
spin multiplicity: 1
relative energy (zero: lowest compared OMol25 entry of this formula, charge and spin): 67.83 kJ/mol

Geometry as XYZ:
```
66
C28H20CsF10N5O2, DFT ωB97M-V with the def2-TZVPD basis set
Cs 0.12 -1.27 -0.95
F 3.03 -3.05 -4.24
F 1.71 -4.22 -6.36
F 1.43 7.57 2.02
F -2.35 5.04 0.81
F -0.73 -3.20 -7.07
F 1.99 -1.02 -2.91
F -1.21 7.34 1.27
F 2.88 5.25 2.31
F 1.80 2.87 1.89
F -1.84 -1.20 -5.81
O 0.79 -5.05 -1.02
O -0.58 -3.54 -0.06
N -0.47 -0.86 3.11
N -0.78 2.51 1.20
N -0.47 0.01 -3.45
N -2.29 1.32 -1.41
N 1.75 -2.68 1.28
C 1.81 -2.61 -4.59
C -0.36 3.74 1.33
C 1.24 -1.57 -3.90
C -1.05 5.00 1.20
C 0.46 -4.21 -0.16
C 2.69 -2.45 2.19
C -1.71 0.66 -3.78
C 3.45 -3.44 2.79
C -2.01 1.76 -2.77
C -0.46 6.23 1.42
C 0.97 0.40 4.54
C 3.22 -4.75 2.40
C 1.54 -3.94 0.91
C -3.37 0.37 -1.35
C -2.18 2.29 0.92
C -0.24 -1.92 3.87
C -0.04 -0.98 -4.20
C 0.86 6.35 1.80
C -0.64 -1.63 -5.33
C 1.59 5.17 1.94
C 1.17 -3.19 -5.68
C 1.19 -0.71 5.34
C 1.02 3.95 1.71
C 2.27 -5.01 1.44
C -2.59 2.47 -0.55
C -0.07 -2.67 -6.03
C 0.57 -1.90 4.99
C 0.13 0.28 3.44
H -3.11 -0.56 -1.83
H -1.68 1.15 -4.77
H -0.07 1.12 2.78
H 3.79 -5.57 2.85
H -2.57 -0.03 -3.84
H -3.61 0.15 -0.30
H -2.42 1.26 1.22
H 1.43 1.36 4.75
H -4.29 0.77 -1.83
H -1.15 2.43 -2.73
H -3.67 2.67 -0.58
H -2.10 3.36 -0.94
H 0.73 -2.81 5.57
H 4.19 -3.18 3.54
H 2.84 -1.40 2.46
H -2.88 2.35 -3.16
H 1.83 -0.65 6.21
H -2.84 2.93 1.52
H 2.07 -6.00 1.06
H -0.71 -2.84 3.55
```


# 9
Here is a 12-piece molecular cluster, C46H82O36 overall in a non-equilibrium geometry from OMol25. Energies are from ωB97M-V with the def2-TZVPD basis set.

frontier orbital gap: 10.08 eV
strongest force on any atom: 2.303 eV/A
spin multiplicity: 1

Geometry as XYZ:
```
164
C46H82O36, DFT ωB97M-V with the def2-TZVPD basis set
O -8.91 4.20 -0.46
O -1.42 -5.40 4.34
O -4.55 -3.20 4.18
O 0.01 -7.05 3.78
O -7.32 2.62 -0.17
O 0.00 -0.07 -3.80
O -1.15 0.96 -0.95
O -0.74 0.17 -5.94
O 4.48 6.37 -3.24
O 6.93 -0.24 -1.91
O -0.19 -3.83 -1.08
O -4.31 3.73 4.94
O -8.63 2.57 -1.93
O -4.77 1.82 6.03
O -2.30 -3.77 -1.73
O 4.83 2.11 2.44
O 4.95 4.37 -2.27
O 2.69 -4.51 -5.24
O 0.31 -0.39 0.11
O -4.91 -0.24 -3.30
O 2.68 -3.54 -3.23
O 4.56 -3.58 -4.42
O -1.65 -5.31 -0.23
O 6.10 1.01 3.94
O 6.94 1.96 2.07
O -1.68 -0.30 0.87
O 4.68 0.00 -1.97
O -2.64 2.48 5.68
O -4.51 -2.67 6.37
O -2.68 -2.43 5.16
O 3.09 4.68 -3.42
O 1.35 0.41 -5.53
O -5.64 -1.05 -1.32
O -6.73 -1.50 -3.18
O 6.02 1.49 -2.94
O 0.26 -5.03 2.93
C 3.62 1.55 2.92
C -6.96 -1.28 -4.59
C -1.53 2.31 3.51
C -1.40 -4.39 -0.93
C -0.18 -3.11 -2.34
C 2.50 2.08 2.06
C -3.98 2.60 5.64
C -3.16 4.26 4.30
C 6.18 4.88 -1.72
C -6.61 -2.53 -5.37
C 8.26 1.72 2.51
C 5.97 1.62 2.92
C -8.33 3.22 -0.82
C -1.50 -0.75 6.39
C -0.89 0.16 -0.09
C -6.87 3.13 1.09
C -3.08 0.02 0.72
C -2.09 0.08 -5.53
C -2.08 -6.25 5.28
C -4.05 0.70 -2.62
C -2.25 -2.06 6.52
C -5.43 3.55 0.95
C -3.92 -0.34 1.94
C 5.78 0.38 -2.22
C 2.69 3.36 -3.06
C 3.65 -2.90 -2.35
C 7.42 1.73 -3.06
C -1.62 -2.67 -2.39
C 3.56 -3.51 -0.98
C 2.54 0.35 -4.75
C -3.97 -2.79 5.13
C 4.96 -3.08 -3.14
C 6.38 4.24 -0.36
C -5.73 -0.95 -2.51
C -0.37 -5.92 3.70
C 3.24 -3.89 -4.40
C -0.23 -3.68 2.79
C 8.02 0.64 -2.16
C -2.06 3.22 4.61
C -3.64 -1.92 7.18
C 9.26 -0.01 -2.70
C 4.22 5.23 -2.98
C 1.37 0.02 -0.71
C 0.92 -2.78 2.37
C 0.18 0.11 -4.98
C -7.74 1.56 -2.45
H 3.69 0.46 2.96
H -4.82 2.80 0.44
H -4.80 -0.90 1.65
H -1.03 2.97 2.80
H 6.14 3.18 -0.48
H 1.56 1.10 -0.74
H 8.41 2.03 3.54
H 5.73 4.68 0.40
H -2.21 0.08 6.45
H -0.84 -0.69 7.26
H 7.04 4.67 -2.35
H 3.40 1.76 3.98
H 2.33 -0.36 -0.35
H -8.02 -1.04 -4.70
H 3.98 -4.51 -0.96
H -2.29 1.72 3.00
H 2.58 1.72 1.04
H -5.54 -2.74 -5.37
H -3.36 4.35 3.23
H -2.87 5.21 4.75
H 7.72 2.76 -2.88
H -1.68 -2.91 6.86
H -5.07 3.76 1.96
H 0.97 -2.75 1.28
H -0.79 1.64 3.94
H -1.90 -7.30 5.06
H 2.53 -3.54 -0.64
H 10.05 0.74 -2.78
H -3.10 0.22 -2.38
H -6.88 -2.29 -6.41
H -2.14 -2.56 -3.35
H 8.23 1.16 -1.21
H -4.56 1.12 -1.76
H 1.85 -3.27 2.69
H -7.69 0.73 -1.75
H 5.37 -2.08 -3.32
H 0.07 -3.82 -3.12
H -7.00 2.35 1.83
H 4.06 -2.90 -0.23
H -5.35 4.48 0.39
H 6.01 5.96 -1.63
H 2.33 3.38 -2.02
H -2.21 -0.04 -4.46
H -7.48 3.99 1.38
H -1.91 -1.80 -1.80
H 1.89 3.01 -3.70
H -6.42 -0.41 -4.96
H -4.19 0.61 2.40
H -2.55 1.04 -5.77
H 3.51 2.64 -3.04
H 9.01 -0.47 -3.66
H -0.65 -3.37 3.74
H 7.71 1.55 -4.10
H -8.21 1.30 -3.39
H 5.76 -3.62 -2.66
H 8.96 2.20 1.84
H -6.74 1.96 -2.59
H -3.47 -0.38 -0.21
H -1.71 -5.98 6.27
H -3.15 -6.03 5.24
H 7.41 4.40 -0.04
H -2.62 -0.74 -6.00
H 1.54 1.88 2.52
H 0.52 -2.28 -2.23
H -1.01 -3.65 2.03
H 3.34 -1.86 -2.36
H -3.81 1.50 -3.32
H 2.59 3.17 2.03
H -3.38 -0.98 2.64
H -3.58 -2.35 8.19
H -7.11 -3.44 -5.05
H -1.18 3.75 4.97
H 9.63 -0.77 -2.02
H 1.18 -0.28 -1.75
H -3.97 -0.88 7.28
H 2.35 0.43 -3.68
H 8.50 0.65 2.48
H -0.93 -0.64 5.47
H 3.25 1.10 -5.08
H 3.02 -0.61 -4.97
H -3.10 1.10 0.53
H 0.89 -1.81 2.86
```


# 10
Here is an isolated ion of composition C6H13N2 and charge +1 in a non-equilibrium geometry from OMol25. Energies are from ωB97M-V with the def2-TZVPD basis set.

net charge: +1
frontier orbital gap: 10.11 eV
strongest force on any atom: 5.217 eV/A
spin multiplicity: 1
relative energy (zero: lowest compared OMol25 entry of this formula, charge and spin): 252.27 kJ/mol

Geometry as XYZ:
```
21
C6H13N2, DFT ωB97M-V with the def2-TZVPD basis set
N 1.90 -0.10 0.14
N 0.81 -1.96 0.12
C 2.84 0.66 -0.09
C -0.39 1.69 0.10
C -0.57 0.19 0.06
C -1.47 -0.50 1.16
C -1.45 -0.17 -1.20
C 0.77 -0.64 0.00
H -0.91 2.32 -0.56
H -0.55 2.02 1.10
H -1.27 0.00 2.22
H -0.86 -0.17 -2.17
H 2.88 1.36 -1.04
H -2.50 -0.23 1.03
H 3.71 0.72 0.45
H 1.70 -2.35 0.35
H 0.66 1.85 -0.17
H 0.18 -2.48 -0.45
H -1.43 -1.54 1.28
H -2.25 0.45 -1.12
H -1.78 -1.13 -1.20
```